# 1
Entry from the Open Molecules 2025 dataset: a molecular structure, C29H48Cl2N3NiO4Si (ωB97M-V/def2-TZVPD).

```
! RIJCOSX wB97M-V def2-TZVPD def2/J DEFGRID3
* xyz -1 3
H 2.11253 -3.36217 -2.09275
C 2.37050 1.45759 4.00845
H -2.73958 -0.60799 8.35340
C 2.41338 -1.72287 -3.41660
C 2.04608 -0.25646 -3.20789
H -2.53388 -1.70286 -2.63644
H -0.79034 0.17305 5.53928
H -0.07288 2.42797 -7.41218
C -3.23818 -4.44700 1.95313
C 3.57499 1.37451 3.28673
C 0.49212 -0.12602 -5.20436
C 1.78817 1.82574 -4.59747
H -4.37484 0.68287 7.45102
H 1.36074 4.38851 -0.40161
C -1.95003 -0.07536 7.80352
N -2.51003 0.50984 6.58757
H -0.36800 2.33592 -2.54388
H 1.60008 3.54262 -5.89270
H 0.23922 0.72136 1.47410
H 2.57378 -1.53015 -5.53840
O -3.98239 -5.09838 1.27177
C -0.97430 5.51849 0.25358
H -0.18081 -4.77790 2.85915
C -0.76695 -0.81184 -0.03366
H 4.53730 1.52055 3.78671
Ni 2.42067 1.24227 -1.00547
Cl 4.27532 0.13836 -0.99475
H 2.63870 -3.87364 -5.99254
H -1.54099 0.69675 8.47546
C 2.83673 -2.54039 -2.24329
O -1.94446 1.65270 4.66711
C 1.18243 0.93603 1.96105
H 3.01898 0.23013 -3.05115
H 4.50747 1.09096 1.36109
H -1.86955 -0.71444 -3.96418
C -1.24057 1.67357 -2.49254
H 0.20378 1.44576 3.78043
H -1.55609 -4.19507 3.85633
H -1.83191 2.32824 0.26818
H -1.35155 -0.39754 0.78930
C -3.78168 1.19563 6.69096
Cl -3.22973 0.23987 -0.71225
H 0.35248 -0.76872 0.12733
H -1.09308 -1.84330 -0.08405
O 0.76729 2.42556 -0.46822
C 1.16943 1.29291 3.30830
C 3.57327 1.11636 1.90169
C 0.56078 3.66011 -0.17614
C -1.69788 0.79755 5.53994
H -4.30597 1.14667 5.73212
H -3.64871 2.24842 6.98134
H -3.56099 -3.83784 2.84814
H 2.90159 -1.91044 -1.34774
C 1.25315 2.51887 -5.69115
H 0.24725 -1.18026 -5.07422
H -0.88949 -2.01996 -3.30425
O 1.40484 0.02736 -1.98618
H -0.46656 -3.06433 2.99595
C -1.61445 -1.23669 -3.02746
H -0.62030 -5.57124 0.87023
H -2.02031 2.15419 -1.89787
H 4.02972 -3.84044 -4.92370
C 1.38990 0.50523 -4.36165
H -2.04567 -5.05859 -0.13917
N -1.89360 -4.24953 1.78908
H -0.14516 6.19392 0.51731
C 2.38159 0.91819 1.26457
C -1.27498 -4.73878 0.56719
N -0.59192 4.09245 0.34082
H 2.35212 1.61220 5.08421
H -1.09571 2.65822 1.86517
H 3.82624 -3.01414 -2.40339
H -1.82016 5.70932 0.91268
C -0.06100 0.57178 -6.29293
H -1.60755 1.54133 -3.52499
H -1.26444 5.83551 -0.75917
H -1.14106 -0.76216 7.53798
Si -1.30818 0.00228 -1.62258
H 2.43843 -4.29144 -4.29679
C -0.98864 -4.03979 2.93752
C 0.32443 1.91131 -6.52057
H -0.63280 -3.99103 0.09587
H 2.54965 2.28514 -3.96100
C 2.95754 -3.60404 -4.97983
H -2.42132 3.69267 1.23600
C -1.53081 3.12860 0.96110
C 2.63558 -2.18154 -4.66482
H -0.73878 0.04895 -6.95085
*
```

Computed properties:
- largest force on an atom (eV Å⁻¹) = 3.814
- LUMO level (alpha / beta) (Ha) = 0.07601 / 0.07601
- ΔE to the lowest compared entry with this formula, charge and spin (eV) = 2.456
- expectation value of S² = 2.01
- DFT total energy (eV) = -117478.930
- HOMO (alpha / beta) (eV) = -3.73 / -4.35

=====

# 2
Entry from the Open Molecules 2025 dataset: a molecular structure, C26H18F3N5O6Os (ωB97M-V/def2-TZVPD).

```
! RIJCOSX wB97M-V def2-TZVPD def2/J DEFGRID3
* xyz 2 5
O 2.18211 -0.41424 -3.53068
O 3.83581 -0.31964 -1.24198
H 6.51561 3.24496 2.33782
H -2.39149 -0.94584 -4.10278
H -9.69359 -0.80454 -2.95418
O 2.20091 3.73306 1.64562
F 1.54931 -1.61574 5.50432
H 6.70601 1.46246 0.58912
C -0.84619 -1.48064 -0.68118
O 2.14481 1.48676 -2.67108
N 2.35861 0.80746 -3.66238
C -7.59549 -0.96994 -3.31328
C -2.84069 -1.33514 -2.01738
C -6.26829 -1.19144 -1.26208
H -7.33129 -1.16814 0.61182
C 4.63191 1.48956 0.08742
Os 1.94231 -0.68894 -1.42028
O 4.02631 4.44656 2.81072
C 4.87311 0.39336 -0.94948
C 5.66051 2.91326 1.77382
C -0.64069 -0.97834 -2.91178
C -2.00069 -1.08314 -3.10838
H -4.80119 -1.12834 -4.10938
N -5.07869 -1.14834 -3.13958
C -2.20849 -1.59174 -0.78858
C -7.42059 -1.13174 -0.46188
C 3.10871 -2.12714 2.41092
F 3.35411 -0.45234 5.32742
C 1.54381 -0.38874 2.93432
F 3.43511 -2.59734 5.11492
C 4.40951 3.47606 1.97642
C 1.31701 -0.24594 1.57842
O 5.98131 0.24036 -1.38748
H -9.53939 -0.95254 -0.52088
C -8.63309 -0.99824 -1.10308
H 3.82731 -2.87504 2.70682
N -4.97879 -1.34324 -0.92188
H -7.68229 -0.95544 -4.38848
C 2.70691 -1.52184 4.84562
C 2.64871 4.64716 2.62072
C 3.36901 2.04456 0.28842
H -0.00609 -0.77594 -3.76558
H 0.61271 0.49216 1.21292
C -8.72139 -0.91274 -2.49858
H -2.81589 -1.86254 0.05852
C 5.75301 1.92376 0.81222
H -0.37639 -1.69674 0.26952
H 2.10731 4.48346 3.56582
C -4.27419 -1.29854 -2.04438
H 2.45801 5.67926 2.28222
N -0.03879 -1.11624 -1.70848
H 1.01371 0.22676 3.64582
C 3.28001 3.04066 1.23562
H 3.28931 -2.52654 0.31012
C 2.45481 -1.35154 3.35852
N 1.93331 -1.00164 0.65912
H 2.50691 1.76546 -0.30108
C -6.36589 -1.07854 -2.68338
C 2.81181 -1.92264 1.07432
*
```

Computed properties:
- largest force on an atom (eV Å⁻¹) = 2.544
- LUMO level (alpha / beta) (Ha) = -0.23425 / -0.34853
- ΔE to the lowest compared entry with this formula, charge and spin (eV) = 0.000
- expectation value of S² = 6.04
- DFT total energy (eV) = -57590.396
- HOMO (alpha / beta) (eV) = -12.73 / -12.71

=====

# 3
Entry from the Open Molecules 2025 dataset: a single C2H3BrCl2Si molecule (ωB97M-V/def2-TZVPD).

```
! RIJCOSX wB97M-V def2-TZVPD def2/J DEFGRID3
* xyz 0 1
H 0.93109 -0.02305 -0.28487
Cl -3.65222 0.36583 -1.11521
H -0.29126 -1.42583 -0.40599
H -0.49334 1.67271 0.63391
C -0.04471 -0.35116 -0.15545
Si -2.65693 0.03630 0.56181
Cl -3.42263 0.93679 2.08384
C -0.85529 0.55020 0.37477
Br -2.74125 -2.26171 0.86243
*
```

Computed properties:
- largest force on an atom (eV Å⁻¹) = 3.326
- LUMO level (Ha) = 0.01942
- ΔE to the lowest compared entry with this formula, charge and spin (eV) = 0.221
- DFT total energy (eV) = -105090.804
- HOMO (eV) = -10.52